No. 1
{
  "formula": "C34H37ClN5O2SSiTi",
  "method": "ωB97M-V/def2-TZVPD",
  "total_charge": -1,
  "relative_energy_ev": 0.703,
  "e_lumo_ev": [2.58, 2.58],
  "symbols": ["Ti", "C", "C", "N", "N", "C", "N", "S", "C", "C", "C", "C", "C", "N", "H", "H", "H", "H", "H", "H", "H", "H", "H", "C", "Si", "C", "N", "C", "C", "C", "C", "C", "C", "C", "C", "C", "C", "C", "C", "C", "C", "C", "C", "C", "H", "H", "H", "H", "H", "H", "H", "H", "H", "H", "H", "H", "H", "H", "H", "H", "H", "H", "H", "H", "H", "H", "H", "H", "Cl", "C", "C", "C", "C", "C", "C", "C", "O", "O", "H", "H", "H", "H"],
  "xyz": [[1.0605, -0.5777, -0.7170], [-0.6256, 3.3409, -1.1779], [0.0563, 2.0240, -1.4275], [-0.5656, 0.7795, -1.0594], [-0.4713, -1.2797, 0.3832], [-0.3373, -2.3916, 1.1262], [-0.6566, -2.3902, 2.4634], [0.2970, -3.8456, 0.5294], [1.2691, 1.9707, -2.0382], [1.9120, 3.0898, -2.7024], [3.1310, 2.9455, -3.2596], [3.8139, 1.6866, -3.1907], [3.2080, 0.6668, -2.5313], [1.9872, 0.7577, -1.9393], [-1.2973, 3.6417, -1.9929], [-1.2409, 3.2967, -0.2840], [0.1083, 4.1372, -1.0410], [-1.3529, -1.7297, 2.7762], [-0.7329, -3.3167, 2.8507], [1.3819, 4.0292, -2.7732], [3.5915, 3.7821, -3.7730], [4.7904, 1.5412, -3.6288], [3.7148, -0.2849, -2.4264], [-0.5131, -0.2468, -2.0466], [-1.3901, 0.2557, 0.6914], [-0.0236, 1.1824, 1.6713], [1.3048, 0.6337, 1.2243], [1.8531, -0.3631, 2.2041], [2.9579, 0.1901, 3.1074], [2.6479, 1.6181, 3.5362], [2.5849, 2.5233, 2.2964], [2.2994, 1.7160, 1.0259], [-2.8136, 1.5004, 0.2284], [-3.5836, 1.3580, -0.9280], [-4.6300, 2.2227, -1.2193], [-4.9289, 3.2738, -0.3624], [-4.1802, 3.4370, 0.7948], [-3.1518, 2.5511, 1.0860], [-2.7826, -0.5977, 1.7902], [-3.2701, -0.1108, 3.0060], [-4.3687, -0.6799, 3.6401], [-5.0286, -1.7517, 3.0577], [-4.5740, -2.2497, 1.8427], [-3.4665, -1.6843, 1.2288], [-0.3279, 0.1122, -3.0580], [-1.3314, -0.9613, -1.9884], [-0.1260, 1.0831, 2.7567], [-0.0531, 2.2507, 1.4460], [2.2326, -1.2312, 1.6643], [1.0261, -0.7144, 2.8143], [3.9233, 0.1604, 2.5949], [3.0425, -0.4697, 3.9732], [3.3951, 1.9829, 4.2438], [1.6884, 1.6302, 4.0605], [3.5377, 3.0386, 2.1510], [1.8274, 3.2979, 2.4302], [3.2145, 1.2440, 0.6635], [1.9368, 2.3697, 0.2364], [-3.3505, 0.5646, -1.6309], [-5.2112, 2.0817, -2.1235], [-5.7346, 3.9595, -0.5951], [-4.3987, 4.2555, 1.4716], [-2.5878, 2.6952, 2.0045], [-2.7807, 0.7367, 3.4782], [-4.7150, -0.2801, 4.5865], [-5.8874, -2.1963, 3.5456], [-5.0782, -3.0893, 1.3785], [-3.1101, -2.1123, 0.2957], [0.5562, -6.4164, -4.9252], [1.3652, -5.2736, -3.8854], [0.9348, -3.9588, -3.8595], [1.5643, -3.0702, -3.0071], [2.6219, -3.4784, -2.2065], [3.0660, -4.7900, -2.2826], [2.4283, -5.7012, -3.1094], [3.3052, -2.5561, -1.2314], [4.4859, -2.6845, -0.9971], [2.5678, -1.6226, -0.6494], [0.1069, -3.6438, -4.4791], [1.2312, -2.0369, -2.9874], [3.9039, -5.0940, -1.6697], [2.7463, -6.7338, -3.1514]]
}

---

No. 2
{
  "formula": "C34H37ClN7O2Pd",
  "method": "ωB97M-V/def2-TZVPD",
  "total_charge": 1,
  "relative_energy_ev": 0.877,
  "e_lumo_ev": -3.22,
  "symbols": ["Pd", "C", "C", "C", "C", "C", "C", "N", "N", "C", "C", "C", "C", "C", "C", "H", "H", "H", "H", "H", "H", "H", "H", "H", "C", "C", "C", "C", "C", "O", "C", "C", "C", "C", "C", "C", "Cl", "C", "C", "C", "N", "C", "N", "C", "N", "H", "H", "H", "H", "H", "H", "H", "H", "H", "H", "H", "H", "H", "H", "H", "H", "H", "H", "H", "H", "H", "H", "N", "C", "O", "C", "C", "C", "C", "N", "C", "H", "H", "H", "H", "H", "H"],
  "xyz": [[1.5570, -1.5156, -1.6189], [4.9874, 2.3013, 1.8729], [5.2369, 1.0804, 2.4927], [4.6333, -0.0723, 2.0235], [3.7781, 0.0001, 0.9307], [3.5263, 1.2115, 0.3152], [4.1307, 2.3689, 0.7843], [3.1109, -1.1409, 0.3718], [3.3199, -2.2092, 0.9584], [2.6158, -3.3208, 0.3590], [2.8329, -4.5444, 0.9730], [2.2095, -5.6924, 0.5028], [1.3556, -5.6113, -0.5831], [1.1242, -4.3872, -1.2125], [1.7578, -3.2521, -0.7438], [5.4640, 3.2005, 2.2406], [5.9051, 1.0314, 3.3418], [4.8136, -1.0310, 2.4899], [2.8464, 1.2387, -0.5291], [3.9356, 3.3182, 0.3041], [3.4987, -4.5749, 1.8269], [2.3867, -6.6420, 0.9890], [0.8590, -6.5003, -0.9501], [0.4523, -4.3330, -2.0581], [-2.9335, 2.4041, -2.0108], [-3.5210, 2.9256, -0.6933], [-5.0471, 2.7661, -0.7339], [-3.2098, 4.4264, -0.6122], [-2.8844, 2.1566, 0.5162], [-1.4614, 2.2982, 0.4709], [-3.4013, 2.6872, 1.8577], [-2.8078, 2.0329, 3.1183], [-3.6507, 0.9359, 3.7356], [-5.0116, 1.1236, 3.9741], [-5.7832, 0.1355, 4.5648], [-5.1854, -1.0590, 4.9338], [-6.1435, -2.3060, 5.6692], [-3.8336, -1.2658, 4.7278], [-3.0774, -0.2661, 4.1325], [-3.1696, 0.6272, 0.3905], [-1.9799, -0.2049, 0.2162], [-1.0219, -0.1218, -0.6940], [-0.1546, -1.1081, -0.5131], [-0.6578, -1.7875, 0.5586], [-1.7626, -1.2700, 1.0239], [-3.3502, 2.9685, -2.8456], [-3.1751, 1.3527, -2.1891], [-1.8496, 2.5281, -2.0324], [-5.4376, 3.2928, -1.6061], [-5.5270, 3.1992, 0.1437], [-5.3719, 1.7284, -0.8187], [-3.5379, 4.9112, -1.5326], [-2.1395, 4.6247, -0.5154], [-3.7304, 4.9163, 0.2099], [-1.2404, 3.1842, 0.7765], [-4.4873, 2.5910, 1.8791], [-3.1899, 3.7574, 1.8842], [-2.6811, 2.8159, 3.8691], [-1.8070, 1.6498, 2.9080], [-5.4865, 2.0608, 3.7061], [-6.8381, 0.2889, 4.7455], [-3.3800, -2.2006, 5.0269], [-2.0205, -0.4334, 3.9659], [-3.8283, 0.4281, -0.4482], [-3.6481, 0.2416, 1.2866], [-0.9682, 0.6557, -1.4344], [-0.1914, -2.6599, 0.9823], [3.8112, 1.1237, -5.8078], [4.6120, 0.0300, -5.7992], [5.5055, -0.1323, -6.5987], [4.3615, -1.0196, -4.7411], [5.2503, -2.0872, -4.6812], [5.0533, -3.0758, -3.7393], [3.9771, -2.9795, -2.8748], [3.1173, -1.9585, -2.9224], [3.3130, -1.0037, -3.8460], [3.9880, 1.8204, -6.5122], [3.1028, 1.3050, -5.1241], [6.0743, -2.1102, -5.3820], [5.7208, -3.9222, -3.6656], [3.7878, -3.7337, -2.1245], [2.5717, -0.2115, -3.8563]]
}

---

No. 3
{
  "formula": "C34H37CoF6N5P2S",
  "method": "ωB97M-V/def2-TZVPD",
  "total_charge": 1,
  "spin_multiplicity": 3,
  "relative_energy_ev": 0.799,
  "e_lumo_ev": [-3.02, -5.03],
  "symbols": ["Co", "S", "N", "C", "C", "C", "C", "C", "N", "C", "C", "N", "C", "C", "C", "C", "C", "N", "H", "H", "H", "H", "H", "H", "C", "C", "C", "P", "C", "C", "C", "C", "C", "C", "C", "C", "C", "C", "N", "C", "C", "C", "C", "C", "C", "C", "C", "C", "H", "H", "H", "H", "H", "H", "H", "H", "H", "H", "H", "H", "H", "H", "H", "H", "H", "H", "H", "H", "H", "H", "H", "H", "H", "H", "H", "H", "H", "H", "H", "F", "P", "F", "F", "F", "F", "F"],
  "xyz": [[-0.2099, 0.4632, -0.1572], [-7.1495, -0.3908, -2.6496], [-6.1429, -1.5435, -2.0941], [-5.1205, -0.8806, -1.5413], [-3.9933, -1.5429, -0.8942], [-3.8033, -2.9114, -0.7943], [-2.5790, -3.3687, -0.2922], [-1.5981, -2.4829, 0.0350], [-1.8262, -1.1546, 0.0458], [-3.0028, -0.7048, -0.4369], [-2.9983, 0.8006, -0.5821], [-1.8460, 1.4585, -0.3300], [-1.8315, 2.7674, -0.5088], [-2.9511, 3.4223, -0.9355], [-4.1236, 2.7693, -1.2042], [-4.1180, 1.3810, -1.0467], [-5.1948, 0.5296, -1.6122], [-6.2704, 0.9585, -2.2619], [-4.5168, -3.6362, -1.0783], [-2.3285, -4.4039, -0.2101], [-0.5621, -2.6156, 0.2845], [-0.9104, 3.3030, -0.2269], [-2.8799, 4.4959, -0.9862], [-5.0144, 3.2566, -1.5475], [-1.2484, -0.7441, 3.8810], [-1.1579, 0.6380, 3.3493], [-2.5056, 1.2716, 2.9054], [0.1980, 0.9053, 2.0283], [0.8560, 2.5099, 2.5083], [1.9065, 3.1303, 1.5744], [-0.2789, 3.4836, 2.6857], [1.6346, -0.2278, 2.2243], [2.2617, -0.5004, 3.5148], [3.4032, -1.2505, 3.6205], [4.0752, -1.5214, 4.9326], [3.9370, -1.7353, 2.4252], [3.3432, -1.5013, 1.1958], [2.1288, -0.8099, 1.1155], [1.3957, -0.5689, -0.0482], [1.9937, -0.8328, -1.2947], [2.2431, -2.1444, -1.7732], [1.8040, -3.3336, -0.9728], [2.9528, -2.2762, -2.9469], [3.2721, -1.1884, -3.7919], [3.9329, -1.3571, -5.1382], [2.8710, 0.0306, -3.3375], [2.2951, 0.2789, -2.1121], [2.0205, 1.6847, -1.7508], [-1.9375, -0.6498, 4.7518], [-0.3570, -1.1671, 4.2292], [-1.6900, -1.4327, 3.1473], [-0.6852, 1.3125, 4.1088], [-2.8841, 0.5859, 2.1419], [-2.4094, 2.2301, 2.4861], [-3.1946, 1.3126, 3.7085], [1.3678, 2.2852, 3.4471], [1.4098, 3.3629, 0.6153], [2.7212, 2.4116, 1.4833], [2.2983, 3.9850, 2.0767], [-0.8865, 3.6151, 1.7869], [0.0325, 4.4902, 2.9427], [-1.0153, 3.3325, 3.4946], [1.9340, 0.0848, 4.3998], [3.6627, -2.4307, 5.4160], [3.8420, -0.6498, 5.5217], [5.1602, -1.5956, 4.8170], [4.8888, -2.2493, 2.4145], [3.9139, -1.8373, 0.2657], [1.7940, -3.3848, 0.1281], [2.3756, -4.2727, -1.2777], [0.8083, -3.4741, -1.2902], [3.3019, -3.2042, -3.3692], [3.1316, -1.7117, -5.7886], [4.7266, -2.0648, -5.0793], [4.3359, -0.4248, -5.5044], [3.2243, 0.8887, -3.9105], [1.8801, 1.7988, -0.6314], [1.1746, 2.2127, -2.1534], [2.8772, 2.2606, -2.0466], [-0.4904, 0.2696, -2.0950], [-1.1898, 0.0346, -3.8256], [-2.2941, -0.9438, -3.0444], [-2.0935, 1.3493, -3.4349], [-1.8606, -0.1346, -5.2760], [-0.0740, 1.0071, -4.4089], [-0.1622, -1.1130, -4.0166]]
}

---

No. 4
{
  "formula": "C34H37CsN6O6S3",
  "method": "ωB97M-V/def2-TZVPD",
  "total_charge": -2,
  "relative_energy_ev": 1.438,
  "e_lumo_ev": 3.79,
  "symbols": ["Cs", "C", "C", "C", "C", "C", "C", "C", "C", "C", "C", "N", "C", "C", "C", "C", "C", "N", "H", "H", "H", "H", "H", "H", "H", "H", "H", "H", "H", "H", "H", "H", "H", "H", "H", "N", "C", "C", "C", "C", "C", "C", "S", "O", "O", "N", "C", "S", "C", "C", "N", "H", "H", "H", "H", "H", "H", "H", "H", "C", "C", "C", "C", "C", "C", "C", "S", "O", "O", "N", "C", "C", "C", "O", "O", "H", "H", "H", "H", "H", "H", "H", "H", "H", "H", "H", "H"],
  "xyz": [[-2.1084, -0.1769, 0.2783], [4.2587, 2.8057, 1.3044], [4.5347, 1.4173, 0.7313], [4.0257, 0.2975, 1.6044], [4.8824, -0.3292, 2.4994], [4.4337, -1.3503, 3.3239], [3.1058, -1.7335, 3.2596], [2.2125, -1.1351, 2.3729], [0.7684, -1.5643, 2.3796], [0.0315, -1.0702, 3.6211], [2.6832, -0.1239, 1.5212], [1.8753, 0.4064, 0.4945], [1.1355, 1.4212, 0.7879], [0.3179, 2.1611, -0.1194], [0.1102, 1.9810, -1.4990], [-0.7305, 3.0279, -1.8790], [-0.9760, 3.7705, -0.7081], [-0.3539, 3.2558, 0.3568], [4.6822, 3.5838, 0.6650], [4.6961, 2.9052, 2.3011], [3.1913, 3.0016, 1.3885], [5.6166, 1.2973, 0.6090], [4.0829, 1.3350, -0.2615], [5.9208, -0.0131, 2.5337], [5.1171, -1.8507, 4.0002], [2.7373, -2.5281, 3.9013], [0.6857, -2.6498, 2.2867], [0.2641, -1.1718, 1.5006], [0.4970, -1.4346, 4.5408], [-1.0097, -1.3997, 3.6173], [0.0353, 0.0219, 3.6646], [1.0853, 1.7942, 1.8205], [0.5194, 1.1867, -2.1069], [-1.1460, 3.2033, -2.8621], [-1.6054, 4.6473, -0.6084], [-5.0319, 7.9080, 0.2713], [-4.9181, 6.5011, 0.3129], [-4.8973, 5.8354, 1.5374], [-4.7422, 4.4618, 1.5818], [-4.6142, 3.7390, 0.4061], [-4.6095, 4.3933, -0.8114], [-4.7642, 5.7702, -0.8598], [-4.3597, 1.9895, 0.4801], [-3.4890, 1.7697, 1.6229], [-3.8065, 1.6091, -0.8093], [-5.8291, 1.4406, 0.7071], [-5.9303, 0.1066, 0.8209], [-7.5091, -0.5868, 1.0947], [-6.8059, -2.1639, 1.1206], [-5.4694, -2.0561, 0.9307], [-4.9678, -0.7952, 0.7572], [-5.5549, 8.2730, 1.0544], [-5.4468, 8.2345, -0.5896], [-4.9809, 6.4009, 2.4590], [-4.7038, 3.9404, 2.5290], [-4.4601, 3.8173, -1.7148], [-4.7395, 6.2818, -1.8157], [-7.3748, -3.0662, 1.2687], [-4.7796, -2.8904, 0.9039], [5.8376, -2.0899, -0.6513], [4.7813, -2.8015, -1.4472], [4.8873, -2.9468, -2.8274], [3.9030, -3.5981, -3.5586], [2.8050, -4.1298, -2.9047], [2.6763, -3.9895, -1.5254], [3.6554, -3.3214, -0.8111], [1.5665, -5.0203, -3.8283], [1.6478, -4.5450, -5.1854], [1.7244, -6.4278, -3.5736], [0.1414, -4.5971, -3.1958], [-0.2857, -3.1981, -3.2111], [-1.4443, -3.0542, -2.2445], [-1.0747, -3.4017, -0.8018], [-0.4099, -4.4566, -0.6398], [-1.4674, -2.6067, 0.0771], [6.5824, -1.6309, -1.3035], [6.3541, -2.7773, 0.0226], [5.3976, -1.3155, -0.0246], [5.7478, -2.5301, -3.3396], [3.9774, -3.6843, -4.6354], [1.8020, -4.3652, -0.9993], [3.5293, -3.1788, 0.2575], [0.0197, -4.9991, -2.2672], [-0.5789, -2.9131, -4.2225], [0.5368, -2.5464, -2.8922], [-2.2499, -3.7348, -2.5428], [-1.8541, -2.0433, -2.3022]]
}

---

No. 5
{
  "formula": "C34H37N3P2Pd",
  "method": "ωB97M-V/def2-TZVPD",
  "total_charge": 2,
  "e_lumo_ev": -5.73,
  "symbols": ["Pd", "N", "C", "C", "N", "H", "H", "H", "H", "H", "H", "H", "H", "C", "N", "C", "P", "C", "C", "C", "C", "C", "C", "C", "C", "C", "C", "C", "C", "C", "C", "C", "C", "C", "C", "P", "C", "C", "C", "C", "C", "C", "C", "C", "C", "C", "C", "C", "H", "H", "H", "H", "H", "H", "H", "H", "H", "H", "H", "H", "H", "H", "H", "H", "H", "H", "H", "H", "H", "H", "H", "H", "H", "H", "H", "H", "H"],
  "xyz": [[1.1637, 1.0484, 0.2833], [3.2208, 1.1441, 0.9728], [3.6673, 2.5444, 0.7558], [2.6053, 3.4783, 1.2969], [1.3076, 3.1755, 0.6347], [3.2357, 0.9312, 1.9689], [3.8679, 0.4901, 0.5378], [3.7839, 2.6927, -0.3193], [4.6320, 2.7335, 1.2285], [2.8924, 4.5181, 1.1382], [2.4767, 3.3286, 2.3701], [1.2504, 3.6382, -0.2711], [0.5397, 3.5584, 1.1807], [-0.0892, -2.0840, -0.9368], [-1.3651, -1.4353, -0.8579], [-1.4284, -0.2192, -1.6267], [-0.8956, 1.2054, -0.6058], [-0.8368, 2.6532, -1.6753], [-0.2164, 2.5375, -2.9230], [-0.0722, 3.6523, -3.7340], [-0.5342, 4.8900, -3.3055], [-1.1419, 5.0137, -2.0638], [-1.2916, 3.9019, -1.2466], [-2.1396, 1.4660, 0.6563], [-3.3553, 2.0829, 0.3417], [-4.3557, 2.1618, 1.2946], [-4.1585, 1.6120, 2.5564], [-2.9612, 0.9869, 2.8693], [-1.9499, 0.9160, 1.9224], [-2.5419, -2.2337, -0.7503], [-2.5218, -3.6012, -1.0159], [-3.6764, -4.3584, -0.8720], [-4.8676, -3.7672, -0.4862], [-4.8927, -2.4015, -0.2454], [-3.7420, -1.6403, -0.3689], [1.2200, -1.1944, 0.0276], [2.7512, -1.5733, -0.8630], [3.1831, -0.6855, -1.8495], [4.3029, -0.9750, -2.6149], [5.0032, -2.1534, -2.3993], [4.5835, -3.0396, -1.4163], [3.4647, -2.7528, -0.6492], [1.2206, -1.9671, 1.6650], [1.2982, -1.1738, 2.8102], [1.2788, -1.7461, 4.0730], [1.1772, -3.1225, 4.2066], [1.0772, -3.9221, 3.0764], [1.0903, -3.3501, 1.8152], [0.2818, -2.2521, -1.9581], [-0.1566, -3.0554, -0.4495], [-2.4450, -0.0414, -1.9831], [-0.7870, -0.2766, -2.5153], [0.1541, 1.5816, -3.2746], [0.3963, 3.5526, -4.7035], [-0.4240, 5.7571, -3.9420], [-1.5109, 5.9751, -1.7330], [-1.7793, 4.0103, -0.2857], [-3.5262, 2.4911, -0.6473], [-5.2937, 2.6426, 1.0527], [-4.9462, 1.6684, 3.2955], [-2.8161, 0.5501, 3.8478], [-1.0242, 0.4082, 2.1609], [-1.6270, -4.0928, -1.3714], [-3.6395, -5.4182, -1.0854], [-5.7653, -4.3598, -0.3821], [-5.8144, -1.9200, 0.0534], [-3.7856, -0.5841, -0.1393], [2.6366, 0.2354, -2.0348], [4.6273, -0.2799, -3.3775], [5.8792, -2.3786, -2.9919], [5.1299, -3.9562, -1.2419], [3.1749, -3.4477, 0.1255], [1.3478, -0.0931, 2.7227], [1.3344, -1.1162, 4.9504], [1.1612, -3.5721, 5.1899], [0.9786, -4.9942, 3.1765], [0.9781, -3.9985, 0.9556]]
}